[1]
{
  "formula": "C36H50BN6P2PmSbSe5",
  "method": "wB97M-V/def2-TZVPD",
  "s2": 6.020,
  "relative_energy_kj_mol": 326.56,
  "energy_ev": -416161.3826,
  "orbital_gap_ev": [2.03, 1.93],
  "total_charge": -1,
  "spin_multiplicity": 5,
  "symbols": ["Pm", "C", "C", "C", "C", "P", "C", "N", "B", "N", "C", "P", "C", "C", "C", "C", "C", "C", "C", "C", "C", "C", "C", "C", "C", "C", "C", "C", "C", "C", "H", "H", "H", "H", "H", "H", "H", "H", "H", "H", "H", "H", "H", "H", "H", "H", "H", "H", "H", "H", "H", "H", "H", "H", "H", "H", "H", "H", "H", "H", "H", "H", "H", "H", "H", "H", "H", "H", "H", "H", "H", "H", "H", "H", "Se", "N", "C", "C", "C", "C", "C", "N", "C", "C", "N", "C", "C", "C", "C", "C", "N", "H", "H", "H", "H", "H", "H", "Se", "Sb", "Se", "Se", "Se"],
  "xyz": [[-0.471, -0.899, -1.624], [1.954, 1.013, -3.643], [2.893, -0.250, -3.614], [4.416, 0.070, -3.626], [2.590, -1.240, -4.755], [2.419, -1.312, -1.991], [3.088, -0.090, -0.702], [2.115, 0.218, 0.346], [0.844, 0.918, 0.235], [0.527, 1.394, 1.581], [-0.715, 1.889, 2.126], [-0.867, 3.761, 2.360], [-1.700, 4.360, 0.760], [-0.471, 4.590, -0.151], [-2.526, 3.218, 0.249], [-2.576, 5.636, 0.810], [-2.134, 3.797, 3.949], [-3.565, 3.371, 3.505], [-1.761, 2.980, 5.191], [-2.145, 5.298, 4.288], [1.587, 1.001, 2.411], [1.736, 1.285, 3.768], [2.727, 0.609, 4.476], [3.548, -0.356, 3.811], [3.465, -0.513, 2.432], [2.528, 0.278, 1.701], [3.380, -2.885, -1.590], [4.944, -2.732, -1.454], [2.904, -3.285, -0.153], [3.042, -3.974, -2.621], [2.068, 1.504, -4.635], [2.189, 1.800, -2.941], [0.915, 0.748, -3.603], [4.584, 1.063, -4.118], [4.973, -0.712, -4.162], [4.710, 0.123, -2.548], [3.210, -2.136, -4.727], [2.756, -0.655, -5.698], [1.529, -1.626, -4.780], [3.311, 0.838, -1.216], [4.076, -0.462, -0.258], [-0.769, 1.487, 3.124], [-1.579, 1.478, 1.539], [0.271, 3.720, -0.216], [0.092, 5.474, 0.150], [-0.813, 4.742, -1.225], [-2.008, 2.273, -0.018], [-2.864, 3.584, -0.746], [-3.374, 2.875, 0.866], [-1.903, 6.496, 0.975], [-3.400, 5.622, 1.525], [-3.006, 5.784, -0.210], [-4.284, 3.238, 4.377], [-3.500, 2.520, 2.845], [-3.987, 4.211, 2.926], [-1.740, 1.903, 5.000], [-2.441, 3.232, 6.065], [-0.727, 3.312, 5.526], [-2.464, 5.890, 3.396], [-1.099, 5.595, 4.501], [-2.773, 5.650, 5.199], [1.261, 2.140, 4.196], [2.778, 0.660, 5.576], [4.307, -0.900, 4.325], [4.020, -1.288, 1.924], [5.309, -1.918, -0.814], [5.473, -2.516, -2.400], [5.354, -3.723, -1.073], [1.883, -3.606, -0.138], [2.926, -2.470, 0.649], [3.519, -4.139, 0.153], [3.962, -4.438, -2.887], [2.568, -3.645, -3.566], [2.430, -4.840, -2.198], [-5.028, -6.962, 1.181], [-3.556, -6.138, 1.741], [-3.063, -5.402, 0.787], [-1.916, -4.528, 0.958], [-1.311, -4.276, 2.141], [-0.747, -3.036, 2.395], [-0.675, -2.064, 1.391], [-1.040, -2.381, 0.103], [-1.735, -3.549, -0.081], [-2.328, -3.722, -1.308], [-2.049, -2.712, -2.194], [-2.412, -2.853, -3.444], [-3.405, -3.791, -3.811], [-3.898, -4.648, -2.828], [-3.373, -4.663, -1.578], [-3.712, -5.546, -0.497], [-4.843, -6.251, -0.524], [-1.243, -5.070, 2.914], [-0.358, -2.843, 3.423], [-0.177, -1.098, 1.598], [-2.098, -2.022, -4.125], [-3.792, -3.882, -4.828], [-4.806, -5.233, -2.942], [-3.466, 2.494, -6.010], [-2.410, 3.157, -3.841], [-2.419, 1.097, -2.495], [-0.075, 3.929, -4.224], [-3.584, 4.956, -2.635]],
  "forces_ev_per_a": [[-0.7, 4.2, -1.1], [1.5, -0.9, -1.1], [-0.2, -1.5, 0.8], [-0.7, 0.7, 0.7], [-1.1, 0.9, -0.9], [1.1, 1.8, 0.0], [0.2, -0.7, 0.7], [1.2, 0.1, 1.4], [-1.6, -1.2, -1.0], [1.4, -0.7, -0.9], [-1.0, 0.2, -0.4], [0.3, 0.1, 1.8], [0.2, -0.8, 1.0], [0.2, -0.7, -1.6], [-0.6, -1.0, -1.9], [0.9, 0.3, -0.7], [-1.3, 0.3, -0.9], [-0.2, 1.3, 0.7], [1.4, 1.0, 0.6], [0.1, 1.0, 0.6], [-0.9, 1.3, 0.2], [1.2, -0.4, 0.1], [0.3, -1.3, -0.1], [-0.9, 1.2, -0.3], [-0.9, 1.0, -0.5], [0.5, -1.7, 0.2], [0.6, 0.8, 0.8], [0.4, -0.7, -0.6], [0.3, 0.9, 0.4], [-1.1, -1.2, 0.4], [-0.1, -0.3, 0.4], [-0.1, -0.1, 0.5], [-0.7, 0.0, 0.2], [0.0, -0.9, 0.4], [-0.1, 0.3, 0.3], [0.4, 0.2, -1.1], [0.3, 0.3, -0.1], [-0.1, -0.8, 0.5], [0.8, 0.6, 0.1], [0.1, 0.1, -0.3], [-1.5, 0.4, -0.5], [-0.3, -0.1, 0.6], [0.9, 0.3, 0.6], [-1.1, 0.9, 0.3], [0.0, 0.0, 0.1], [0.3, -0.1, 1.2], [0.2, 1.0, 0.2], [-0.5, -0.5, 0.7], [0.1, 0.7, -0.2], [-0.4, -0.1, 0.3], [0.2, -0.1, 0.0], [0.3, -0.3, 0.7], [1.0, -0.2, -0.9], [-0.4, -0.5, 0.2], [0.0, -0.5, 0.0], [-0.1, 0.1, 0.2], [0.5, -0.4, -1.1], [-1.0, -0.6, -0.3], [0.2, -0.4, 0.8], [-0.4, 0.1, 0.0], [0.7, -1.0, -1.4], [-0.8, 0.1, 0.4], [0.2, 0.4, -0.7], [0.2, -0.4, 0.5], [0.4, 0.2, 0.0], [-0.5, -0.4, 0.3], [-0.5, -0.3, 0.1], [-0.4, 1.2, -0.3], [-0.8, -0.3, -0.3], [0.4, -0.9, -1.3], [-0.1, 0.2, 0.2], [0.8, -0.5, -0.5], [0.1, 0.0, 0.7], [0.5, 1.3, -0.4], [0.6, 0.8, -1.6], [-0.1, 0.1, 0.7], [0.5, -1.7, -0.5], [-1.2, 1.8, -2.2], [1.2, -0.4, 2.2], [0.5, 0.3, 0.8], [0.5, -1.1, -0.7], [-0.4, -0.8, 2.8], [1.4, 0.0, 3.8], [-2.6, 0.6, -3.3], [0.8, -1.9, 0.5], [-1.6, 0.8, -1.3], [0.3, -0.5, 0.1], [-1.3, 0.4, -1.4], [3.2, 1.1, 1.1], [-2.7, 0.0, 0.6], [1.2, -0.3, 1.2], [-0.5, 0.7, -0.5], [-0.3, 0.1, -1.1], [-0.5, -0.4, -0.5], [-0.3, -0.9, 0.4], [0.2, 0.4, 0.4], [0.3, -0.2, -0.6], [0.3, -0.1, 0.8], [0.2, 2.1, -2.1], [1.0, -3.0, 1.2], [-0.3, -0.5, 0.3], [-0.1, -0.4, -0.5]],
  "mulliken_charge": [0.135, -1.742, 2.000, -1.312, -1.775, -0.225, -1.071, 0.531, 0.361, 0.777, -1.942, -0.322, 2.495, -1.089, -0.339, -1.509, 1.610, -1.335, -1.580, -1.626, 0.253, -0.431, -0.596, -1.128, -0.821, 0.461, 2.149, -1.548, -1.692, -1.803, 0.584, 0.345, 0.128, 0.375, 0.311, 0.298, 0.538, 0.448, 0.148, 0.616, 0.164, 0.518, 0.594, 0.067, 0.473, 0.139, -0.198, -0.233, -0.197, 0.437, 0.285, -0.094, 0.386, 0.194, 0.286, 0.344, 0.438, 0.250, 0.325, 0.420, 0.310, 0.414, 0.359, 0.417, 0.392, 0.293, 0.340, 0.504, 0.251, -0.001, 0.637, 0.482, 0.259, 0.291, 0.261, -0.771, 0.378, 0.080, -0.440, -1.123, -0.067, 0.158, 0.349, 0.167, 0.004, -0.074, -1.028, -0.281, 0.168, 0.569, -0.788, 0.449, 0.462, 0.537, 0.528, 0.398, 0.490, -0.732, 0.624, -0.183, -0.700, -0.653]
}

---

[2]
{
  "formula": "C36H50BrN2O7PW",
  "method": "wB97M-V/def2-TZVPD",
  "s2": 2.040,
  "relative_energy_kj_mol": 21.94,
  "energy_ev": -136613.5835,
  "orbital_gap_ev": [5.29, 8.46],
  "total_charge": 0,
  "spin_multiplicity": 3,
  "symbols": ["W", "C", "C", "C", "C", "N", "H", "H", "H", "H", "H", "H", "H", "H", "H", "Br", "C", "C", "C", "C", "C", "C", "C", "O", "O", "H", "H", "H", "H", "O", "P", "C", "C", "C", "C", "C", "C", "C", "C", "C", "C", "C", "C", "C", "C", "C", "C", "C", "C", "H", "H", "H", "H", "H", "H", "H", "H", "H", "H", "H", "H", "H", "H", "H", "H", "H", "H", "H", "H", "H", "H", "H", "H", "H", "H", "H", "H", "H", "H", "H", "H", "H", "O", "C", "O", "C", "C", "C", "C", "C", "C", "N", "O", "O", "H", "H", "H", "H"],
  "xyz": [[-1.207, -1.413, 0.961], [-4.540, -2.438, -0.485], [-3.770, -3.160, 0.614], [-4.439, -2.993, 1.965], [-3.542, -4.631, 0.264], [-2.459, -2.535, 0.697], [-5.497, -2.940, -0.633], [-3.992, -2.454, -1.428], [-4.731, -1.396, -0.219], [-5.472, -3.333, 1.877], [-4.443, -1.944, 2.286], [-3.940, -3.584, 2.731], [-4.506, -5.127, 0.135], [-2.993, -5.142, 1.052], [-2.978, -4.728, -0.662], [0.540, -3.336, 1.002], [1.212, -2.290, 4.835], [2.153, -2.607, 5.773], [3.011, -1.574, 6.153], [2.897, -0.309, 5.586], [1.933, -0.059, 4.623], [1.055, -1.072, 4.228], [0.084, -0.804, 3.139], [0.275, 0.129, 2.353], [-0.923, -1.628, 2.959], [2.237, -3.593, 6.204], [3.775, -1.760, 6.897], [3.565, 0.481, 5.896], [1.847, 0.914, 4.159], [0.351, -0.752, -0.228], [1.393, -0.257, -1.218], [1.046, 1.519, -1.413], [0.386, 2.244, -0.215], [1.283, 3.186, 0.572], [2.037, 4.125, -0.355], [2.900, 3.327, -1.320], [2.070, 2.381, -2.187], [2.925, -0.980, -0.535], [4.259, -1.014, -1.307], [5.157, 0.190, -1.069], [5.386, 0.411, 0.422], [4.061, 0.555, 1.158], [3.164, -0.656, 0.952], [1.283, -0.995, -2.887], [0.857, -2.482, -2.824], [-0.656, -2.682, -2.774], [-1.378, -1.939, -3.892], [-1.025, -0.457, -3.862], [0.483, -0.269, -3.986], [0.203, 1.349, -2.093], [-0.089, 1.521, 0.447], [-0.426, 2.842, -0.644], [1.988, 2.620, 1.188], [0.663, 3.749, 1.271], [2.652, 4.827, 0.210], [1.317, 4.725, -0.923], [3.637, 2.776, -0.738], [3.466, 3.990, -1.978], [2.724, 1.761, -2.807], [1.502, 2.995, -2.893], [2.515, -2.005, -0.552], [4.120, -1.182, -2.372], [4.786, -1.903, -0.945], [4.706, 1.077, -1.514], [6.107, 0.042, -1.587], [6.024, 1.279, 0.594], [5.924, -0.457, 0.820], [3.550, 1.445, 0.783], [4.218, 0.722, 2.225], [2.210, -0.540, 1.475], [3.647, -1.534, 1.390], [2.323, -0.979, -3.208], [1.324, -3.000, -1.984], [1.247, -2.953, -3.733], [-1.044, -2.321, -1.795], [-0.875, -3.751, -2.811], [-2.456, -2.076, -3.802], [-1.089, -2.359, -4.861], [-1.384, -0.027, -2.923], [-1.529, 0.076, -4.671], [0.752, 0.784, -4.048], [0.809, -0.706, -4.937], [-2.379, 0.048, 1.720], [-2.615, 0.607, 0.539], [-1.961, -0.094, -0.377], [-3.358, 1.760, 0.311], [-3.950, 2.462, 1.399], [-4.637, 3.627, 1.172], [-4.750, 4.102, -0.136], [-4.193, 3.439, -1.227], [-3.501, 2.275, -1.010], [-5.479, 5.348, -0.369], [-5.984, 5.903, 0.597], [-5.539, 5.760, -1.520], [-3.841, 2.082, 2.404], [-5.090, 4.179, 1.981], [-4.313, 3.846, -2.221], [-3.065, 1.737, -1.841]],
  "forces_ev_per_a": [[0.7, 0.3, -0.1], [-0.2, 0.1, -0.1], [0.8, -0.1, -0.3], [-0.3, 0.1, 0.2], [-0.3, -0.1, 0.0], [-0.2, 0.1, 0.2], [0.0, 0.0, 0.0], [0.0, 0.0, 0.0], [0.0, -0.1, 0.0], [0.0, 0.0, 0.1], [0.0, -0.2, -0.1], [0.1, 0.0, 0.0], [0.0, 0.0, 0.0], [0.1, 0.0, 0.1], [0.0, 0.0, -0.1], [0.1, -0.3, 0.1], [-0.2, -0.1, 0.0], [0.0, 0.2, -0.1], [0.0, 0.0, 0.0], [-0.1, -0.1, -0.1], [0.1, 0.1, 0.0], [-0.2, 0.0, 0.1], [0.0, 0.0, 0.3], [-0.2, -0.4, -0.1], [0.3, 0.2, 0.0], [0.0, -0.1, 0.0], [0.0, 0.0, 0.0], [0.0, 0.0, 0.0], [0.0, 0.0, 0.0], [-0.4, -0.5, -0.3], [0.3, 0.3, 0.2], [-0.1, 0.2, -0.1], [-0.1, -0.1, 0.0], [0.1, -0.1, 0.1], [-0.1, 0.1, -0.1], [0.1, 0.0, -0.1], [-0.1, 0.0, 0.0], [0.2, -0.2, -0.1], [-0.1, -0.1, 0.1], [0.0, 0.0, 0.0], [0.1, -0.1, 0.0], [-0.1, 0.1, -0.1], [-0.2, 0.0, 0.0], [-0.2, -0.2, -0.1], [0.1, 0.0, -0.1], [-0.2, 0.2, 0.6], [0.1, 0.0, 0.0], [0.0, 0.1, 0.0], [0.0, -0.1, 0.1], [0.0, 0.1, -0.1], [0.1, 0.1, -0.1], [0.0, 0.0, 0.0], [0.0, 0.0, 0.0], [0.0, 0.0, 0.0], [0.0, 0.0, 0.0], [0.0, 0.0, 0.0], [0.1, -0.1, 0.0], [0.0, 0.0, 0.0], [0.0, 0.0, 0.0], [0.0, 0.0, 0.0], [0.2, 0.1, 0.1], [-0.1, 0.0, -0.1], [0.0, 0.0, 0.0], [-0.1, 0.2, 0.0], [0.0, 0.0, 0.0], [0.0, 0.1, 0.0], [0.0, 0.0, 0.0], [0.0, 0.0, 0.0], [0.0, -0.1, 0.0], [0.2, 0.0, -0.1], [0.0, -0.1, 0.0], [0.2, 0.0, 0.0], [0.0, 0.0, 0.0], [0.0, 0.0, 0.0], [0.2, -0.2, -0.6], [0.0, 0.0, 0.0], [-0.1, 0.0, 0.0], [0.0, 0.0, 0.0], [0.0, 0.0, 0.1], [0.0, 0.0, 0.0], [0.0, 0.1, 0.1], [0.0, 0.0, 0.0], [-0.3, 0.3, 0.2], [-0.1, -0.1, 0.2], [-0.4, 0.3, -0.3], [0.1, -0.2, 0.1], [-0.1, 0.3, -0.1], [0.2, -0.4, 0.1], [-0.5, 0.9, 0.0], [0.2, -0.4, -0.1], [-0.1, 0.2, 0.0], [0.4, -0.7, 0.1], [0.0, 0.1, -0.2], [-0.1, 0.2, 0.1], [0.0, -0.1, 0.0], [0.0, 0.0, 0.0], [0.0, 0.0, 0.0], [0.0, 0.0, 0.0]],
  "mulliken_charge": [-0.226, -1.257, 1.609, -1.571, -1.539, 0.757, 0.532, 0.130, 0.282, 0.459, 0.259, 0.365, 0.418, 0.347, 0.269, -0.414, -0.132, -0.986, -0.288, -0.744, -0.218, 0.578, 0.615, -0.579, -0.866, 0.446, 0.391, 0.412, 0.509, 1.670, 1.030, 0.609, 0.233, -0.584, -1.229, -0.755, -1.356, 0.389, -1.365, -0.396, -1.223, 0.118, -0.186, 0.709, -1.542, 0.793, -1.456, 0.472, -1.939, 0.023, -1.029, 0.571, 0.126, 0.530, 0.505, 0.381, 0.100, 0.513, 0.420, 0.559, 0.019, 0.342, 0.530, 0.112, 0.427, 0.456, 0.394, -0.552, 0.475, -0.909, 0.800, 0.291, 0.395, 0.581, -0.779, 0.569, 0.481, 0.422, -0.550, 0.540, 0.413, 0.658, -0.795, 0.349, -0.627, 0.708, -0.824, -0.680, -0.193, -0.693, -0.272, 1.007, -0.656, -0.650, 0.516, 0.491, 0.503, 0.458]
}